P) {"formula": "C5H9N2P", "method": "ωB97M-V/def2-TZVPD", "symbols": ["C", "C", "C", "C", "C", "N", "N", "P", "H", "H", "H", "H", "H", "H", "H", "H", "H"], "coordinates": [[-0.75, 1.70, 1.58], [0.49, 2.32, 1.33], [-1.03, 0.83, 0.54], [0.89, 1.86, 0.06], [-0.15, -2.63, -0.32], [-0.03, 0.94, -0.34], [-0.14, -0.25, -1.69], [0.49, -1.76, -1.77], [-1.34, 1.65, 2.44], [0.91, 3.07, 1.92], [-1.89, 0.13, 0.19], [1.73, 2.05, -0.55], [-1.21, -2.68, -0.21], [0.01, -2.11, 0.70], [0.23, -3.58, -0.09], [0.08, 0.25, -2.56], [1.73, -1.80, -1.22]], "homo_lumo_gap_ev": 8.17}

Q) {"formula": "C5H9N2P", "method": "ωB97M-V/def2-TZVPD", "symbols": ["C", "C", "C", "C", "C", "N", "N", "P", "H", "H", "H", "H", "H", "H", "H", "H", "H"], "coordinates": [[-0.26, -0.65, 0.22], [-0.39, 0.76, 2.13], [0.09, 0.03, -0.86], [-0.60, -2.08, -0.11], [0.49, 1.54, -0.93], [-0.43, -0.47, 1.50], [-1.52, 1.43, 1.51], [-2.74, 1.59, 0.69], [-0.56, 0.71, 3.16], [0.60, 1.45, 2.03], [0.01, -0.47, -1.84], [-1.73, -2.30, -0.15], [-0.41, -2.75, 0.80], [-0.03, -2.39, -0.96], [-0.37, 2.15, -0.75], [0.70, 1.85, -1.93], [1.29, 1.58, -0.22]], "homo_lumo_gap_ev": [5.69, 7.62]}

Which of them is the most stable, and which is the least stable? P) and Q), in that order.

P) {"formula": "C2H10N6", "method": "ωB97M-V/def2-TZVPD", "symbols": ["C", "C", "N", "N", "N", "N", "N", "N", "H", "H", "H", "H", "H", "H", "H", "H", "H", "H"], "coordinates": [[0.54, 0.81, -0.12], [-1.36, 2.04, 0.60], [-0.75, 0.97, 0.19], [1.01, -0.40, -0.35], [-2.68, 2.15, 0.70], [2.32, -0.54, -0.53], [0.20, -1.45, -0.16], [0.62, -2.77, -0.31], [1.10, 1.72, -0.29], [-0.80, 3.00, 0.75], [-2.97, 3.09, 0.96], [-3.44, 1.51, 0.92], [2.95, 0.20, -0.25], [2.76, -1.07, -1.23], [-1.44, 0.20, 0.02], [-0.26, -3.12, 0.17], [1.50, -3.11, 0.29], [0.68, -3.23, -1.35]], "homo_lumo_gap_ev": 8.31, "charge": 2}

Q) {"formula": "C2H10N6", "method": "ωB97M-V/def2-TZVPD", "symbols": ["N", "N", "C", "N", "C", "N", "N", "N", "H", "H", "H", "H", "H", "H", "H", "H", "H", "H"], "coordinates": [[0.51, -0.74, -2.11], [0.02, -0.25, -0.89], [-0.61, -0.96, 0.08], [-0.82, -0.63, 1.22], [-1.21, -0.65, 2.43], [-2.19, 0.11, 2.81], [0.48, 0.95, -0.47], [1.88, 1.09, -0.88], [0.69, -1.79, -2.16], [-0.08, -0.37, -2.85], [-0.92, -1.89, -0.34], [-0.41, -0.91, 3.14], [-2.46, 0.16, 3.80], [-2.89, 0.65, 2.19], [-0.07, 1.89, -0.95], [2.52, 0.72, -0.26], [2.13, 2.00, -1.06], [1.64, 0.37, -1.75]], "homo_lumo_gap_ev": 11.21, "smiles": "NN(/C=N/C=[NH2+])N[NH3+]", "charge": 2}

Which of them is the most stable, and which is the least stable? Q) and P), in that order.

P) {"formula": "C3H9N2OP", "method": "ωB97M-V/def2-TZVPD", "symbols": ["C", "C", "C", "N", "N", "O", "P", "H", "H", "H", "H", "H", "H", "H", "H", "H"], "coordinates": [[-2.90, 0.59, -0.59], [3.04, 0.26, 0.20], [-2.59, -0.55, -1.22], [0.81, 1.08, 0.20], [1.80, 0.42, 0.63], [-1.52, -1.34, -1.06], [1.09, -0.41, 2.04], [-3.75, 1.22, -0.77], [-2.13, 0.94, 0.30], [3.86, -0.37, 0.68], [3.40, 0.90, -0.66], [-3.26, -0.98, -1.89], [1.07, 1.61, -0.64], [-0.95, -0.73, -0.45], [1.96, -1.60, 2.02], [0.06, -1.05, 1.21]], "homo_lumo_gap_ev": [8.91, 8.91]}

Q) {"formula": "C3H9N2OP", "method": "ωB97M-V/def2-TZVPD", "symbols": ["C", "C", "C", "N", "N", "O", "P", "H", "H", "H", "H", "H", "H", "H", "H", "H"], "coordinates": [[-2.29, 0.49, -0.56], [1.70, -1.32, 0.23], [-0.85, 0.11, -0.37], [-0.16, 2.19, 0.14], [0.14, 0.94, -0.01], [2.63, 1.21, -0.57], [1.78, 0.47, 0.25], [-2.24, 1.54, -1.00], [-2.86, -0.13, -1.17], [-2.77, 0.44, 0.48], [2.59, -1.80, 0.02], [1.10, -1.42, -0.60], [1.20, -1.64, 1.15], [-0.64, -0.98, -0.46], [0.63, 2.82, 0.25], [1.90, 0.78, 1.64]], "homo_lumo_gap_ev": 8.32}

Which of them is the most stable, and which is the least stable? Q) and P), in that order.

P) {"formula": "C22H25N3O5S", "method": "ωB97M-V/def2-TZVPD", "symbols": ["C", "H", "O", "C", "C", "H", "C", "N", "C", "H", "C", "N", "C", "N", "S", "O", "O", "C", "C", "C", "C", "C", "C", "H", "H", "H", "H", "C", "H", "C", "H", "H", "H", "H", "H", "H", "H", "H", "O", "C", "O", "C", "C", "C", "C", "C", "C", "H", "H", "H", "H", "H", "H", "H", "H", "H"], "coordinates": [[1.19, 0.15, -3.12], [0.65, 0.43, -4.04], [1.59, 1.30, -2.41], [0.53, 2.00, -1.82], [0.31, 1.62, -0.34], [0.68, 0.60, -0.19], [0.99, 2.60, 0.65], [2.22, 2.17, 1.27], [3.28, 1.70, 0.43], [4.23, 1.99, 0.89], [3.29, 0.15, 0.19], [2.69, -0.51, 1.33], [1.51, -1.17, 1.25], [0.67, -1.13, 2.23], [-0.74, -1.89, 1.84], [-1.00, -3.02, 2.69], [-1.77, -0.89, 1.75], [-0.16, -2.49, 0.24], [-0.75, -3.34, -0.66], [0.01, -3.77, -1.74], [1.33, -3.36, -1.87], [1.91, -2.50, -0.96], [1.14, -2.04, 0.10], [2.95, -2.23, -1.06], [1.92, -3.73, -2.70], [-0.42, -4.43, -2.47], [-1.77, -3.67, -0.51], [2.93, 0.20, 2.57], [2.61, -0.43, 3.40], [2.14, 1.50, 2.56], [2.53, 2.17, 3.34], [1.10, 1.27, 2.79], [4.01, 0.38, 2.64], [2.74, -0.07, -0.72], [4.33, -0.19, 0.08], [3.21, 2.19, -0.54], [1.20, 3.54, 0.13], [0.28, 2.81, 1.45], [-1.09, 1.61, -0.04], [-1.77, 0.52, -0.44], [-1.25, -0.37, -1.07], [-3.20, 0.58, -0.10], [-3.74, 1.61, 0.67], [-5.09, 1.61, 0.98], [-5.90, 0.58, 0.54], [-5.37, -0.46, -0.22], [-4.03, -0.46, -0.54], [-3.59, -1.25, -1.12], [-6.01, -1.26, -0.56], [-6.95, 0.57, 0.79], [-5.50, 2.40, 1.58], [-3.10, 2.41, 1.01], [0.77, 3.07, -1.90], [-0.40, 1.83, -2.37], [2.10, -0.39, -3.39], [0.54, -0.50, -2.52]], "homo_lumo_gap_ev": 8.29}

Q) {"formula": "C22H25N3O5S", "method": "ωB97M-V/def2-TZVPD", "symbols": ["C", "H", "H", "H", "O", "C", "O", "C", "C", "C", "C", "C", "C", "H", "H", "N", "C", "O", "C", "N", "C", "O", "C", "C", "C", "C", "S", "H", "H", "H", "H", "H", "H", "C", "H", "H", "C", "O", "N", "H", "C", "H", "C", "H", "C", "C", "C", "H", "H", "H", "H", "H", "H", "H", "H", "H"], "coordinates": [[4.15, -5.96, -2.12], [3.45, -6.73, -1.58], [3.88, -6.12, -3.09], [5.12, -6.11, -1.88], [3.49, -4.83, -2.01], [3.78, -4.38, -0.62], [4.34, -5.02, 0.20], [3.11, -3.16, -0.29], [2.59, -2.38, -1.30], [2.08, -0.99, -1.06], [2.23, -0.58, 0.46], [2.77, -1.44, 1.34], [3.13, -2.56, 0.82], [3.71, -3.12, 1.87], [2.76, -0.97, 2.24], [1.81, 0.84, 0.52], [0.91, 1.21, 1.49], [0.75, 2.32, 1.88], [0.16, -0.04, 2.54], [-0.96, 0.45, 2.86], [-1.92, 0.66, 1.77], [-1.43, 0.56, 0.71], [-3.11, 1.40, 2.32], [-3.54, 1.67, 3.50], [-5.08, 2.02, 3.52], [-5.38, 2.58, 2.15], [-4.20, 2.07, 0.78], [-6.24, 3.01, 1.95], [-5.40, 2.54, 4.22], [-3.24, 1.35, 4.35], [-1.20, 0.77, 3.80], [0.78, -0.36, 3.28], [0.19, -0.91, 1.86], [2.07, 1.85, -0.48], [3.15, 1.74, -0.68], [1.95, 2.80, 0.40], [1.14, 1.83, -1.66], [1.99, 2.54, -2.62], [0.01, 1.58, -1.53], [-0.26, 1.22, -0.60], [-0.86, 1.79, -2.76], [-0.09, 2.22, -3.43], [-2.15, 2.24, -2.45], [-2.45, 3.02, -3.31], [-3.23, 1.00, -2.36], [-2.87, 0.29, -3.49], [-1.28, 0.27, -3.25], [-1.13, -0.37, -2.45], [-0.72, -0.24, -3.94], [-2.78, 0.55, -4.41], [-3.23, -0.83, -3.37], [-3.30, 0.60, -1.38], [-4.48, 1.51, -2.50], [-2.19, 2.92, -1.49], [1.67, -0.25, -1.84], [2.68, -2.50, -2.18]], "homo_lumo_gap_ev": 7.69}

Which of them is the most stable, and which is the least stable? P) and Q), in that order.

P) {"formula": "C4H11N3O", "method": "ωB97M-V/def2-TZVPD", "symbols": ["C", "C", "C", "C", "N", "O", "H", "H", "H", "H", "H", "H", "H", "N", "N", "H", "H", "H", "H"], "coordinates": [[-0.45, -2.05, -1.58], [-1.28, 0.64, 1.29], [-0.51, -1.66, -0.13], [-0.47, 0.31, 0.07], [-0.54, 1.04, -0.97], [-0.63, -2.38, 0.81], [0.05, 0.74, -1.74], [-1.17, -1.45, -2.13], [0.54, -1.82, -1.97], [-0.66, -3.11, -1.69], [-0.69, 1.19, 2.02], [-2.14, 1.26, 1.04], [-1.68, -0.20, 1.85], [1.87, 0.64, 0.80], [1.85, 2.00, 0.62], [1.27, 2.32, -0.17], [1.54, 2.46, 1.47], [2.35, 0.26, -0.02], [0.72, -0.21, 0.45]], "homo_lumo_gap_ev": [7.59, 7.59]}

Q) {"formula": "C4H11N3O", "method": "ωB97M-V/def2-TZVPD", "symbols": ["C", "N", "C", "O", "H", "H", "H", "H", "H", "N", "N", "C", "C", "H", "H", "H", "H", "H", "H"], "coordinates": [[0.38, 1.67, -1.38], [0.19, 0.62, -2.36], [-0.78, -0.30, -2.26], [-1.61, -0.37, -1.37], [0.80, 0.59, -3.16], [-0.79, -1.01, -3.11], [1.38, 2.10, -1.50], [0.30, 1.27, -0.37], [-0.37, 2.45, -1.50], [-0.21, 0.20, 1.70], [-1.55, 0.17, 1.48], [0.62, -1.34, 1.51], [1.63, -1.66, 2.31], [-0.03, 0.43, 2.67], [-2.08, -0.49, 2.05], [-1.76, 0.07, 0.49], [-0.07, -1.97, 0.95], [1.84, -1.50, 0.87], [2.12, -0.93, 2.97]], "homo_lumo_gap_ev": 8.03}

R) {"formula": "C4H11N3O", "method": "ωB97M-V/def2-TZVPD", "symbols": ["C", "C", "C", "C", "O", "N", "N", "N", "H", "H", "H", "H", "H", "H", "H", "H", "H", "H", "H"], "coordinates": [[-0.80, -1.34, -1.12], [-0.82, -0.44, 0.11], [-2.20, -0.30, 0.73], [-0.10, 0.85, -0.08], [-0.54, 1.98, 0.05], [1.32, 0.51, 0.24], [2.11, -0.26, -0.61], [2.06, 1.53, 0.85], [-1.75, -1.30, -1.66], [-0.62, -2.38, -0.84], [-0.04, -1.05, -1.86], [0.21, -0.78, 0.75], [-2.55, -1.27, 1.09], [-2.94, 0.05, -0.01], [-2.20, 0.42, 1.55], [2.28, 0.27, -1.46], [3.02, -0.38, -0.15], [1.91, 1.46, 1.86], [1.65, 2.43, 0.56]], "homo_lumo_gap_ev": 9.34, "smiles": "CC(C)C(=O)N(N)N"}

S) {"formula": "C4H11N3O", "method": "ωB97M-V/def2-TZVPD", "symbols": ["C", "C", "C", "C", "N", "N", "O", "N", "H", "H", "H", "H", "H", "H", "H", "H", "H", "H", "H"], "coordinates": [[-0.89, 0.53, 1.00], [0.42, 0.03, 0.68], [0.62, -1.47, 0.78], [0.56, 0.75, -1.00], [-1.93, -0.22, 1.34], [1.21, -0.16, -1.86], [-1.02, 0.50, -1.31], [0.98, 1.98, -1.04], [-1.22, 1.21, -1.93], [-1.03, 1.59, 1.09], [1.20, 0.58, 1.21], [-1.88, -1.22, 1.22], [-2.85, 0.19, 1.29], [0.82, -1.08, -1.92], [2.21, -0.15, -1.76], [0.77, 2.51, -0.19], [1.63, -1.73, 0.47], [0.49, -1.84, 1.80], [-0.08, -2.00, 0.12]], "homo_lumo_gap_ev": 7.65}

Which of them is the most stable, and which is the least stable? S) and Q), in that order.

P) {"formula": "C19H24N5O9S2Ti", "method": "ωB97M-V/def2-TZVPD", "symbols": ["Ti", "C", "C", "N", "N", "C", "N", "S", "C", "C", "C", "C", "C", "N", "H", "H", "H", "H", "H", "H", "H", "H", "H", "H", "O", "C", "O", "C", "C", "C", "C", "C", "C", "N", "O", "O", "H", "H", "H", "H", "C", "C", "O", "C", "C", "H", "H", "H", "H", "H", "H", "H", "H", "H", "H", "O", "S", "O", "O", "O"], "coordinates": [[0.41, 0.18, 0.48], [4.35, 2.50, 1.55], [3.31, 1.79, 0.77], [2.55, 0.90, 1.27], [2.73, 0.59, 2.60], [2.33, -0.65, 2.95], [2.40, -0.99, 4.23], [1.80, -1.72, 1.77], [3.10, 2.00, -0.68], [3.72, 3.02, -1.38], [3.54, 3.08, -2.76], [2.78, 2.11, -3.37], [2.17, 1.15, -2.58], [2.29, 1.10, -1.26], [3.88, 3.25, 2.19], [5.07, 2.99, 0.91], [4.88, 1.79, 2.19], [2.57, 1.37, 3.23], [2.78, -0.38, 4.93], [2.04, -1.89, 4.52], [4.33, 3.76, -0.88], [4.01, 3.87, -3.34], [2.64, 2.10, -4.44], [1.54, 0.39, -3.03], [-1.75, 0.30, 0.25], [-1.82, -0.92, 0.53], [-0.69, -1.50, 0.71], [-3.08, -1.67, 0.68], [-4.30, -0.99, 0.56], [-5.48, -1.69, 0.70], [-5.41, -3.05, 0.95], [-4.22, -3.74, 1.08], [-3.04, -3.04, 0.94], [-6.68, -3.81, 1.10], [-7.71, -3.18, 1.04], [-6.58, -5.00, 1.33], [-4.30, 0.07, 0.37], [-6.44, -1.21, 0.62], [-4.23, -4.80, 1.28], [-2.08, -3.53, 1.04], [1.24, -2.34, -1.60], [0.04, -1.60, -2.16], [-0.05, -0.24, -1.67], [-1.03, 0.49, -2.48], [-1.10, 1.97, -2.21], [1.48, -3.18, -2.25], [1.04, -2.73, -0.61], [2.11, -1.69, -1.57], [-0.90, -2.11, -1.91], [0.10, -1.53, -3.25], [-2.00, 0.01, -2.32], [-0.73, 0.31, -3.52], [-1.51, 2.20, -1.24], [-1.77, 2.38, -2.97], [-0.13, 2.45, -2.32], [-0.03, 0.81, 2.21], [-0.08, 2.35, 1.88], [-1.39, 2.86, 2.05], [0.25, 2.10, 0.38], [1.03, 2.98, 2.54]], "homo_lumo_gap_ev": 8.21, "charge": 1}

Q) {"formula": "C19H24N5O9S2Ti", "method": "ωB97M-V/def2-TZVPD", "symbols": ["Ti", "C", "C", "N", "N", "C", "N", "S", "C", "C", "C", "C", "C", "N", "H", "H", "H", "H", "H", "H", "H", "H", "H", "H", "O", "C", "O", "C", "C", "C", "C", "C", "C", "N", "O", "O", "H", "H", "H", "H", "C", "C", "O", "C", "C", "H", "H", "H", "H", "H", "H", "H", "H", "H", "H", "O", "S", "O", "O", "O"], "coordinates": [[0.80, -0.30, -0.69], [1.60, -4.57, -1.73], [1.05, -3.38, -1.03], [1.75, -2.34, -0.74], [3.08, -2.31, -1.02], [3.75, -1.32, -0.38], [5.03, -1.15, -0.66], [2.95, -0.39, 0.79], [-0.32, -3.31, -0.50], [-1.26, -4.31, -0.65], [-2.50, -4.18, -0.03], [-2.73, -3.06, 0.74], [-1.73, -2.10, 0.84], [-0.57, -2.21, 0.23], [2.59, -4.82, -1.33], [0.96, -5.44, -1.64], [1.70, -4.32, -2.79], [3.39, -2.64, -1.92], [5.52, -1.68, -1.36], [5.54, -0.43, -0.16], [-1.05, -5.19, -1.25], [-3.25, -4.94, -0.14], [-3.67, -2.92, 1.26], [-1.88, -1.21, 1.45], [1.25, 1.63, 1.94], [0.15, 1.23, 1.67], [-0.05, 0.32, 0.71], [-1.09, 1.68, 2.37], [-0.97, 2.29, 3.61], [-2.10, 2.72, 4.28], [-3.34, 2.53, 3.69], [-3.48, 1.94, 2.45], [-2.34, 1.51, 1.79], [-4.54, 2.98, 4.41], [-4.39, 3.48, 5.50], [-5.61, 2.81, 3.86], [0.02, 2.42, 4.03], [-2.04, 3.19, 5.25], [-4.47, 1.82, 2.03], [-2.43, 1.05, 0.81], [3.18, 2.54, -1.08], [1.78, 2.98, -1.45], [0.74, 2.03, -1.10], [-0.54, 2.72, -1.20], [-1.68, 1.89, -1.76], [3.88, 3.32, -1.38], [3.45, 1.63, -1.60], [3.25, 2.40, 0.00], [1.71, 3.16, -2.53], [1.56, 3.90, -0.92], [-0.40, 3.59, -1.85], [-0.79, 3.09, -0.20], [-1.45, 1.58, -2.78], [-2.59, 2.50, -1.78], [-1.87, 1.01, -1.16], [-0.22, -0.93, -2.06], [0.89, -0.69, -3.12], [1.39, -1.95, -3.59], [1.92, -0.12, -2.12], [0.49, 0.29, -4.06]], "homo_lumo_gap_ev": 8.35, "charge": 1}

Which of them is the most stable, and which is the least stable? P) and Q), in that order.